(1)
Computed, not measured: a cluster of 20 separate species, C24H88O24 in total at a distorted geometry, with ωB97M-V/def2-TZVPD.

The geometry in XYZ format:
```
136
Properties=species:S:1:pos:R:3
C 2.80 -2.48 1.21
O 2.21 -3.62 1.81
H 3.01 -2.55 0.09
H 2.20 -1.60 1.34
H 3.77 -2.34 1.71
H 1.34 -3.70 1.44
C -1.44 -6.81 -0.46
O -1.22 -6.10 0.70
H -0.52 -6.89 -1.09
H -1.72 -7.84 -0.19
H -2.27 -6.39 -1.07
H -0.91 -5.24 0.44
C -2.85 0.78 3.51
O -2.68 2.17 3.67
H -2.66 0.26 4.44
H -3.87 0.53 3.22
H -2.10 0.38 2.81
H -2.64 2.64 2.83
C 3.78 -2.78 -3.11
O 3.26 -4.03 -3.43
H 4.34 -2.90 -2.19
H 4.38 -2.41 -3.91
H 3.09 -1.95 -2.94
H 2.32 -4.02 -3.66
C 0.66 3.92 -3.68
O 0.78 3.32 -2.36
H 1.41 3.67 -4.45
H -0.29 3.52 -3.99
H 0.63 5.01 -3.59
H 1.47 3.74 -1.82
C 0.72 2.03 1.75
O 1.30 2.42 2.99
H 0.02 2.82 1.54
H 1.49 2.00 1.01
H 0.14 1.09 1.78
H 0.57 2.68 3.57
C -2.64 3.08 -2.07
O -1.72 3.41 -1.09
H -3.58 2.96 -1.62
H -2.70 3.82 -2.87
H -2.48 2.05 -2.48
H -0.89 3.70 -1.49
C 3.72 0.88 0.27
O 5.09 1.10 0.49
H 3.20 0.53 1.12
H 3.24 1.79 -0.08
H 3.63 0.16 -0.57
H 5.25 1.36 1.41
C 1.28 -2.66 5.40
O 0.44 -1.57 4.96
H 1.64 -3.25 4.52
H 2.07 -2.30 6.02
H 0.65 -3.26 6.02
H 0.98 -0.90 4.57
C -0.74 -0.27 -3.99
O 0.46 -0.84 -4.43
H -0.69 0.80 -4.14
H -1.50 -0.62 -4.69
H -0.98 -0.58 -2.97
H 1.10 -0.73 -3.68
C -4.51 -3.30 -1.91
O -4.76 -1.91 -1.88
H -5.19 -3.84 -2.55
H -3.53 -3.32 -2.46
H -4.46 -3.80 -0.93
H -5.56 -1.77 -1.38
C 3.81 -0.27 3.93
O 2.66 0.36 4.50
H 4.29 -0.66 4.79
H 3.59 -0.98 3.18
H 4.56 0.47 3.54
H 2.35 1.03 3.88
C -1.34 -3.61 2.89
O -1.93 -2.73 3.84
H -1.30 -4.59 3.35
H -1.94 -3.66 2.00
H -0.32 -3.32 2.70
H -1.23 -2.23 4.31
C 0.37 -0.20 -0.60
O -0.78 -0.87 -0.09
H 1.19 -0.41 0.09
H 0.53 -0.55 -1.60
H 0.16 0.88 -0.60
H -1.63 -0.33 -0.19
C -4.39 -2.87 1.84
O -4.27 -2.27 3.12
H -4.41 -3.97 1.88
H -5.34 -2.54 1.40
H -3.58 -2.59 1.18
H -3.35 -2.40 3.46
C -4.14 0.83 0.01
O -3.14 0.18 -0.82
H -5.04 1.01 -0.55
H -4.36 0.21 0.89
H -3.79 1.83 0.16
H -3.58 -0.52 -1.34
C 0.55 -3.63 -1.08
C -0.33 -3.68 -2.35
O 0.55 -3.65 -3.46
O -0.20 -3.50 0.10
H 1.25 -2.80 -1.17
H 1.14 -4.54 -1.15
H -1.04 -2.87 -2.39
H -0.92 -4.60 -2.30
H 0.26 -2.97 -4.11
H -0.63 -2.61 0.17
C -4.43 4.89 2.81
C -3.93 4.86 1.38
O -2.94 3.86 1.27
O -5.31 3.79 3.09
H -5.09 5.75 2.84
H -3.57 4.86 3.46
H -3.48 5.85 1.21
H -4.76 4.63 0.72
H -2.59 3.81 0.36
H -4.70 3.15 3.51
C 3.35 1.45 -3.41
C 3.28 1.01 -4.81
O 2.12 1.34 -5.53
O 2.24 0.85 -2.67
H 3.33 2.53 -3.27
H 4.33 1.06 -3.01
H 3.34 -0.09 -4.73
H 4.09 1.43 -5.38
H 1.41 0.70 -5.33
H 1.55 1.50 -2.47
C 4.75 5.34 0.05
C 3.57 5.42 -0.95
O 2.65 4.41 -0.66
O 4.10 5.23 1.36
H 5.33 6.27 -0.06
H 5.29 4.39 -0.13
H 3.96 5.16 -1.92
H 3.15 6.43 -0.82
H 2.66 4.18 0.28
H 4.72 5.48 2.02
```

Calculated values
Calculated total energy   -2772.64864 a.u.
2S+1   1
Gap between HOMO and LUMO   9.41 eV
Maximum force   2.3 eV/Å
Charge   0

Atom charges from the Löwdin analysis, given in e for atoms 1 to 4:
1 C -0.158
2 O -0.095
3 H 0.088
4 H 0.046

(2)
Computed, not measured: a structure of composition C25H12F15GeMgN3OSSe3Te at a distorted geometry, with ωB97M-V/def2-TZVPD.

The geometry in XYZ format:
```
63
Properties=species:S:1:pos:R:3
Mg 3.49 -0.57 1.03
Se 6.54 0.40 0.27
Se 7.58 -0.82 1.87
Te 6.13 -0.84 4.01
Se 3.94 0.22 3.50
C 2.04 0.45 -2.40
N 2.15 1.75 -1.76
C 1.30 2.79 -2.31
C 1.04 3.85 -1.26
C 2.38 4.27 -0.67
N 3.02 3.12 -0.10
C 3.97 3.33 0.96
C 2.86 1.88 -0.63
O 3.42 0.91 -0.11
H 1.02 0.08 -2.33
H 2.70 -0.25 -1.88
H 2.34 0.55 -3.45
H 0.36 2.33 -2.64
H 1.79 3.24 -3.19
H 0.43 3.42 -0.46
H 0.51 4.70 -1.70
H 2.23 5.02 0.12
H 3.01 4.73 -1.45
H 3.55 3.96 1.75
H 4.89 3.80 0.57
H 4.25 2.37 1.39
N 3.82 -3.54 -0.07
C 3.71 -2.48 0.35
F -1.28 -0.80 3.46
C -1.66 -2.06 3.24
C -1.83 -2.47 1.92
C -2.18 -3.80 1.73
F -2.31 -4.28 0.48
C -2.42 -4.67 2.79
F -2.80 -5.94 2.57
C -2.27 -4.22 4.10
F -2.50 -5.05 5.13
C -1.88 -2.90 4.32
F -1.73 -2.47 5.59
Ge -1.24 -1.20 0.47
S 0.61 -0.25 0.67
C -1.85 -2.11 -1.24
C -0.94 -2.53 -2.20
F 0.36 -2.48 -1.92
C -1.34 -2.99 -3.45
F -0.44 -3.35 -4.38
C -2.70 -3.06 -3.75
F -3.11 -3.48 -4.96
C -3.63 -2.68 -2.79
F -4.95 -2.75 -3.07
C -3.20 -2.21 -1.56
F -4.12 -1.83 -0.65
C -2.56 0.35 0.40
C -2.36 1.21 -0.67
F -1.67 0.76 -1.74
C -2.83 2.51 -0.70
F -2.56 3.31 -1.75
C -3.58 2.99 0.37
F -4.05 4.25 0.37
C -3.86 2.13 1.43
F -4.62 2.56 2.45
C -3.34 0.84 1.44
F -3.63 0.05 2.47
```

Calculated values
Calculated total energy   -12845.08773 a.u.
2S+1   1
Gap between HOMO and LUMO   4.06 eV
Maximum force   1.4 eV/Å
Energy relative to the best compared isomer or geometry (same formula, charge and spin)   89.80 kJ/mol
Charge   -2

Atom charges from the Löwdin analysis, given in e for atoms 1 to 4:
1 Mg 0.044
2 Se -0.247
3 Se -0.427
4 Te 0.068

(3)
Computed, not measured: a structure of composition C25H14F4N5Ti, with ωB97M-V/def2-TZVPD.

The geometry in XYZ format:
```
49
Properties=species:S:1:pos:R:3
Ti -2.05 -0.93 1.49
C -0.76 -1.58 3.39
C -1.79 -2.55 3.32
C -3.02 -1.90 3.51
C -2.77 -0.52 3.70
C -1.37 -0.33 3.64
H 0.30 -1.77 3.28
H -1.64 -3.60 3.11
H -3.99 -2.37 3.48
H -3.51 0.25 3.87
H -0.86 0.62 3.72
F 2.59 -2.92 0.39
C 2.06 -2.09 -0.51
C 2.87 -1.12 -1.04
F 4.14 -1.08 -0.63
C 2.40 -0.16 -1.97
C 1.03 -0.29 -2.31
C 0.23 -1.25 -1.77
F -1.04 -1.32 -2.20
C 0.69 -2.19 -0.84
C -0.18 -3.16 -0.24
C -1.52 -2.84 -0.05
N -2.62 -2.51 0.14
C 0.27 -4.36 0.39
N 0.58 -5.35 0.89
F 0.51 0.53 -3.22
C 3.24 0.84 -2.52
C 2.83 1.74 -3.55
N 2.60 2.48 -4.40
C 4.59 1.04 -2.12
N 5.67 1.27 -1.81
C 1.29 1.16 1.19
C 0.48 1.88 0.16
C 1.02 2.92 -0.58
C 0.27 3.59 -1.55
C -1.04 3.19 -1.77
C -1.61 2.15 -1.05
C -3.02 1.70 -1.31
C -0.86 1.47 -0.07
N -1.41 0.43 0.63
H 2.35 1.42 1.11
H 1.18 0.08 1.08
H 0.95 1.40 2.20
H 2.05 3.22 -0.41
H 0.71 4.39 -2.13
H -1.64 3.69 -2.53
H -3.48 2.29 -2.11
H -3.64 1.80 -0.41
H -3.05 0.65 -1.59
```

Calculated values
Calculated total energy   -2483.82497 a.u.
2S+1   3
Gap between HOMO and LUMO (spin up / spin down)   6.96 / 4.53 eV
Maximum force   0.7 eV/Å
⟨S²⟩   2.049
Energy relative to the best compared isomer or geometry (same formula, charge and spin)   0.00 kJ/mol
Charge   -1

Atom charges from the Löwdin analysis, given in e for atoms 1 to 4:
1 Ti 0.825
2 C -0.179
3 C -0.183
4 C -0.192

Q: Which formula does entry 3 have?
A: C25H14F4N5Ti